C10H12FO4P | ωB97M-V/def2-TZVPD

Its multiplicity is 1. The total energy is -30759.387 eV. For the HOMO energy, the calculation gives -8.716 eV. The LUMO energy comes out at -1.249 eV. Its net charge is 0. The energy above the lowest of the compared OMol25 structures with the same formula, charge and spin comes out at 1.6 kcal/mol. As for the SMILES: CP(O)C1=CC(=O)C(F)=CC1=O.CC(C)=O.

The geometry in XYZ format:
```
28
C10H12FO4P, DFT ωB97M-V/def2-TZVPD
C -3.601 2.280 0.516
P -4.052 0.575 1.086
O -4.929 -0.021 -0.212
C -2.522 -0.465 1.096
C -1.308 -0.086 0.719
C -0.218 -1.132 0.777
O 0.691 -1.027 0.020
C -0.345 -2.281 1.747
F 0.767 -2.862 2.126
C -1.538 -2.653 2.144
C -2.724 -1.887 1.602
O -3.799 -2.384 1.558
H -2.867 2.199 -0.303
H -3.229 2.883 1.348
H -4.513 2.692 0.064
H -5.576 -0.635 0.164
H -1.114 0.926 0.368
H -1.690 -3.497 2.814
C 3.221 0.050 -1.388
C 4.118 1.260 -1.459
C 5.366 1.146 -2.301
O 3.849 2.281 -0.867
H 2.368 0.270 -0.756
H 2.860 -0.206 -2.386
H 3.766 -0.794 -0.962
H 5.099 0.937 -3.338
H 6.005 0.349 -1.914
H 5.915 2.085 -2.262
```

***

C7H13N7 | ωB97M-V/def2-TZVPD

Its multiplicity is 1. The total energy is -17879.976 eV. For the HOMO energy, the calculation gives -16.433 eV. The LUMO energy comes out at -8.516 eV. Its net charge is +2. The energy above the lowest of the compared OMol25 structures with the same formula, charge and spin comes out at 53.9 kcal/mol.

The geometry in XYZ format:
```
27
C7H13N7, DFT ωB97M-V/def2-TZVPD
C 2.149 -0.349 -2.030
C 2.874 -2.114 -1.067
C -4.109 2.295 -0.943
C -2.776 1.913 -1.530
C -0.705 0.765 -1.248
C 1.405 -0.190 3.580
C 0.121 -0.049 -0.564
N 3.111 -1.204 -2.116
N -1.934 1.184 -0.814
N 1.249 -0.733 -1.047
N 1.829 -1.856 -0.401
N 2.094 -0.596 2.676
N 1.283 -2.401 0.653
N 0.618 0.361 4.312
H 1.891 0.379 -2.737
H 3.513 -2.859 -0.643
H -4.427 1.378 -0.388
H -4.088 2.954 -0.092
H -2.484 2.466 -2.445
H -0.380 1.020 -2.257
H -0.217 -0.348 0.339
H -2.175 1.085 0.260
H 3.073 -0.327 2.835
H 1.442 -1.987 1.492
H 1.170 -3.423 0.625
H -4.803 2.687 -1.678
H 0.275 -0.051 5.226
```

***

C40H94N4O9 | ωB97M-V/def2-TZVPD

Its multiplicity is 2. The total energy is -67376.243 eV. For the HOMO energy (alpha / beta), the calculation gives -10.025 / -10.024 eV. The LUMO energy (alpha / beta) comes out at -2.352 / -6.104 eV. Its net charge is +1.

The geometry in XYZ format:
```
147
C40H94N4O9, DFT ωB97M-V/def2-TZVPD
C 20.086 -0.065 -16.824
C 19.935 -0.158 -15.299
O 19.445 -1.376 -14.881
H 20.129 1.010 -17.003
H 19.250 -0.501 -17.372
H 21.014 -0.551 -17.123
H 19.241 0.635 -15.019
H 20.826 0.181 -14.769
H 20.169 -1.805 -14.418
C 17.602 -4.624 -14.140
C 19.099 -4.748 -13.686
O 19.733 -5.481 -14.660
H 17.516 -3.909 -14.958
H 17.094 -4.325 -13.223
H 17.261 -5.567 -14.567
H 19.034 -5.333 -12.768
H 19.569 -3.775 -13.541
H 20.663 -5.619 -14.467
O 20.513 2.241 -11.351
H 19.655 1.832 -11.467
H 20.605 2.823 -12.106
O 13.181 2.789 -6.551
H 12.484 2.140 -6.452
H 12.933 3.290 -7.328
O 13.048 3.980 -8.947
H 13.259 4.853 -9.276
H 12.154 4.058 -8.614
C 9.401 2.314 -10.103
C 9.001 1.560 -11.393
C 8.127 2.571 -12.191
C 8.011 2.174 -13.688
C 9.457 2.007 -14.236
C 10.350 0.896 -13.505
N 10.277 1.217 -12.063
O 10.987 0.294 -11.333
C 9.768 -0.556 -13.831
C 11.808 1.012 -14.088
C 8.168 0.339 -10.939
H 10.085 1.780 -9.443
H 8.477 2.539 -9.572
H 9.963 3.218 -10.341
H 7.111 2.647 -11.803
H 8.539 3.580 -12.172
H 7.418 2.927 -14.208
H 7.462 1.236 -13.606
H 9.907 2.998 -14.272
H 9.589 1.749 -15.287
H 9.840 -1.340 -13.078
H 8.787 -0.719 -14.277
H 10.357 -0.976 -14.647
H 12.223 2.019 -14.051
H 12.482 0.426 -13.463
H 11.920 0.640 -15.107
H 8.398 -0.002 -9.929
H 8.095 -0.458 -11.678
H 7.128 0.663 -10.914
H 11.719 0.858 -11.073
C 19.642 2.238 -8.026
C 20.213 0.883 -7.571
C 19.001 0.258 -6.864
C 19.071 -1.229 -6.440
C 19.531 -1.962 -7.674
C 20.753 -1.395 -8.441
N 20.519 0.011 -8.802
O 21.631 0.505 -9.509
C 22.010 -1.813 -7.641
C 20.932 -2.185 -9.851
C 21.443 1.019 -6.588
H 20.384 2.791 -8.602
H 19.256 2.868 -7.225
H 18.750 2.098 -8.637
H 18.759 0.868 -5.994
H 18.108 0.286 -7.488
H 18.054 -1.519 -6.174
H 19.702 -1.365 -5.562
H 18.713 -2.021 -8.392
H 19.603 -3.048 -7.610
H 21.992 -2.871 -7.381
H 22.898 -1.521 -8.202
H 22.071 -1.296 -6.684
H 21.934 -2.288 -10.269
H 20.617 -3.228 -9.810
H 20.337 -1.782 -10.670
H 21.288 0.375 -5.722
H 21.406 1.951 -6.026
H 22.418 1.073 -7.072
H 21.177 1.074 -10.135
C 15.805 0.092 -8.742
C 15.151 0.496 -10.072
C 16.049 1.683 -10.698
C 17.347 1.252 -11.387
C 16.950 0.248 -12.393
C 16.235 -1.079 -11.900
N 15.103 -0.619 -11.045
O 13.981 -1.458 -10.962
C 15.693 -1.741 -13.231
C 17.176 -2.101 -11.143
C 13.755 1.012 -9.751
H 16.813 -0.267 -8.949
H 15.277 -0.724 -8.248
H 15.995 0.872 -8.005
H 15.446 2.233 -11.420
H 16.401 2.442 -10.000
H 18.093 0.848 -10.702
H 17.753 2.127 -11.897
H 17.862 -0.051 -12.908
H 16.237 0.720 -13.070
H 15.129 -1.031 -13.837
H 16.509 -2.106 -13.855
H 15.032 -2.595 -13.086
H 17.747 -1.659 -10.326
H 16.548 -2.816 -10.613
H 17.849 -2.630 -11.818
H 13.113 0.211 -9.384
H 13.229 1.606 -10.498
H 13.925 1.746 -8.963
H 14.029 -1.690 -10.032
C 11.651 -2.656 -16.388
C 12.436 -3.649 -17.148
C 12.013 -3.674 -18.616
C 12.715 -2.673 -19.473
C 14.167 -2.626 -19.243
C 14.640 -2.444 -17.767
N 13.931 -3.477 -16.963
O 14.367 -3.709 -15.684
C 16.112 -2.626 -17.831
C 14.319 -1.067 -17.254
C 11.999 -4.990 -16.564
H 11.854 -1.642 -16.733
H 10.576 -2.686 -16.565
H 12.008 -2.562 -15.363
H 12.158 -4.636 -19.108
H 10.984 -3.535 -18.949
H 12.491 -2.996 -20.489
H 12.289 -1.672 -19.403
H 14.442 -1.783 -19.877
H 14.500 -3.574 -19.666
H 16.693 -2.465 -16.923
H 16.614 -1.946 -18.519
H 16.401 -3.615 -18.187
H 13.435 -0.667 -17.751
H 15.047 -0.256 -17.267
H 13.992 -1.019 -16.216
H 12.279 -5.272 -15.549
H 10.917 -5.109 -16.514
H 12.381 -5.866 -17.089
H 13.945 -2.948 -15.278
```

***

C33H72F9N3O10Zr | ωB97M-V/def2-TZVPD

Its multiplicity is 1. The total energy is -86066.967 eV. For the HOMO energy, the calculation gives -5.804 eV. The LUMO energy comes out at -2.891 eV. Its net charge is 0.

The geometry in XYZ format:
```
128
C33H72F9N3O10Zr, DFT ωB97M-V/def2-TZVPD
Zr -1.849 -2.131 2.520
C -4.463 1.049 -1.203
O -5.433 2.090 -1.312
O -5.117 -0.117 -1.036
C -3.498 1.171 -2.410
F -4.234 1.444 -3.534
F -2.585 2.146 -2.280
F -2.823 0.021 -2.662
C -5.164 3.271 -0.553
C -6.431 4.036 -0.311
H -6.980 4.185 -1.243
H -7.152 3.561 0.355
H -6.172 5.007 0.118
H -4.458 3.846 -1.165
H -4.618 3.106 0.383
H -3.832 1.215 -0.307
C -0.739 -5.397 1.790
O -1.935 -6.103 2.021
O -0.925 -4.137 2.359
C 0.537 -6.215 2.065
F 1.559 -5.651 1.402
F 0.907 -6.123 3.371
F 0.466 -7.517 1.825
C -2.124 -6.721 3.280
C -3.425 -7.526 3.345
H -3.629 -7.892 4.348
H -4.238 -6.981 2.868
H -3.328 -8.434 2.741
H -2.265 -5.924 4.023
H -1.248 -7.276 3.620
H -0.794 -5.231 0.711
C -2.716 1.105 2.881
O -1.360 1.260 3.265
O -2.951 -0.253 2.765
C -3.699 2.009 3.669
F -4.021 1.491 4.868
F -3.229 3.251 3.846
F -4.874 2.155 3.011
C -0.613 2.290 2.626
C 0.279 2.935 3.661
H -0.272 3.642 4.278
H 0.758 2.220 4.338
H 1.102 3.441 3.149
H -1.214 3.130 2.270
H -0.029 1.895 1.793
H -2.746 1.527 1.867
C -0.034 0.011 -0.911
C -0.511 -1.420 -0.666
C 0.519 -2.530 -0.921
O -1.136 -1.668 0.566
H -0.868 0.541 -1.373
H 0.837 0.148 -1.552
H 0.219 0.528 0.016
H -1.345 -1.688 -1.326
H 1.042 -2.465 -1.880
H 0.143 -3.548 -0.840
H 1.392 -2.465 -0.257
C -1.110 5.769 -2.618
C 0.108 5.619 -1.674
C -0.130 4.947 -0.341
C 1.101 4.299 0.266
C 1.709 3.177 -0.593
C 2.679 2.317 0.229
H -1.639 6.695 -2.379
H -1.729 4.889 -2.443
H -0.840 5.861 -3.668
H 0.758 4.987 -2.289
H 0.608 6.580 -1.538
H -0.910 4.177 -0.315
H -0.574 5.714 0.304
H 1.963 4.954 0.417
H 0.813 3.770 1.181
H 0.927 2.523 -0.986
H 2.269 3.613 -1.422
H 3.264 2.983 0.866
H 2.152 1.568 0.822
H 3.355 1.829 -0.475
C 0.369 2.021 -3.774
C 0.852 0.951 -4.714
C -0.307 0.125 -5.255
O -1.187 0.936 -5.989
C -2.358 0.276 -6.352
N 1.587 1.696 -5.781
H -0.295 1.670 -2.974
H -0.302 2.789 -4.158
H 1.249 2.399 -3.251
H 1.606 0.300 -4.256
H -0.767 -0.187 -4.307
H -0.011 -0.752 -5.838
H -2.965 0.869 -7.036
H -2.994 -0.061 -5.528
H -2.162 -0.633 -6.943
H 2.168 2.401 -5.340
H 2.243 0.999 -6.129
C 3.874 -0.826 -3.441
C 4.831 -0.949 -2.279
C 4.313 -1.872 -1.125
O 4.357 -3.230 -1.586
C 4.011 -4.107 -0.510
N 6.107 -1.452 -2.804
H 2.857 -0.503 -3.212
H 3.865 -1.759 -4.003
H 4.261 -0.011 -4.057
H 4.982 0.018 -1.790
H 3.269 -1.591 -0.965
H 4.985 -1.672 -0.288
H 4.777 -3.970 0.256
H 4.137 -5.083 -0.982
H 2.982 -3.983 -0.168
H 6.798 -1.581 -2.080
H 5.844 -2.317 -3.259
C 1.909 -0.880 2.377
C 1.270 -1.844 3.372
C 2.150 -2.054 4.577
O 2.154 -0.888 5.396
C 3.269 -0.760 6.262
N -0.083 -1.323 3.699
H 2.347 -0.014 2.875
H 1.199 -0.520 1.632
H 2.657 -1.416 1.791
H 1.162 -2.817 2.888
H 3.193 -2.239 4.307
H 1.773 -2.866 5.207
H 4.120 -1.037 5.635
H 3.271 -1.377 7.167
H 3.382 0.230 6.699
H -0.160 -1.392 4.724
H -0.039 -0.297 3.693
```

***

C7H8N2 | ωB97M-V/def2-TZVPD

Its multiplicity is 3. The total energy is -10360.874 eV. For the HOMO energy (alpha / beta), the calculation gives -7.377 / -9.506 eV. The LUMO energy (alpha / beta) comes out at 1.046 / -1.385 eV. Its net charge is 0. The energy above the lowest of the compared OMol25 structures with the same formula, charge and spin comes out at 65.8 kcal/mol.

The geometry in XYZ format:
```
17
C7H8N2, DFT ωB97M-V/def2-TZVPD
C -0.597 -1.137 -2.434
C -0.109 1.575 1.335
C -0.602 1.319 0.118
C 0.824 0.476 1.553
C -1.153 -1.955 -3.322
C -0.170 -0.293 -1.600
C 1.111 0.085 2.987
N 0.736 -0.317 0.538
N -0.071 0.199 -0.343
H -0.201 2.378 1.983
H -1.465 1.665 -0.412
H -0.683 -2.866 -3.458
H -2.096 -1.752 -3.756
H 1.175 0.813 -3.153
H 2.135 0.197 3.346
H 0.373 0.528 3.629
H 0.794 -0.914 2.989
```

***

C30H39ErN3S | ωB97M-V/def2-TZVPD

Its multiplicity is 4. The total energy is -74662.211 eV. For the HOMO energy (alpha / beta), the calculation gives -2.245 / -2.041 eV. The LUMO energy (alpha / beta) comes out at 2.358 / 2.360 eV. Its net charge is -1.

The geometry in XYZ format:
```
74
C30H39ErN3S, DFT ωB97M-V/def2-TZVPD
Er 0.014 -1.336 0.122
N -0.495 -2.205 2.792
N -0.451 -2.527 -2.274
C 0.717 1.603 -0.500
C 1.758 0.678 -0.197
C 1.718 0.441 1.217
C 2.677 -0.345 2.011
H 3.545 -0.656 1.419
H 2.177 -1.346 2.343
H 3.011 0.152 2.939
C 0.565 1.106 1.733
C 0.129 1.059 3.147
H 0.797 1.620 3.828
H 0.089 0.012 3.493
H -0.880 1.485 3.249
C -0.014 1.861 0.682
C -1.059 2.902 0.812
H -2.021 2.493 1.161
H -1.239 3.408 -0.146
H -0.740 3.682 1.523
C 2.792 0.229 -1.167
H 3.653 0.920 -1.226
H 2.363 0.173 -2.181
H 3.176 -0.771 -0.917
C 0.651 2.435 -1.724
H -0.380 2.738 -1.953
H 1.033 1.901 -2.602
H 1.253 3.359 -1.611
C -1.242 -2.554 3.871
H -1.251 -1.928 4.830
C -2.021 -3.727 3.748
H -2.753 -3.853 4.571
C -1.819 -4.601 2.630
H -2.599 -5.393 2.473
C -0.721 -4.324 1.734
H -0.607 -4.983 0.877
C 0.234 -3.184 2.077
C 1.747 -2.927 2.199
H 2.154 -2.968 0.914
C -0.534 -1.236 -2.423
C 0.275 -3.110 -3.326
H 0.741 -4.098 -3.154
C 0.101 -2.273 -4.376
H 0.309 -2.330 -5.463
N -0.351 -1.059 -3.791
C -0.481 0.178 -4.389
C 0.432 0.625 -5.345
C 0.152 1.820 -6.031
H 0.863 2.190 -6.798
C -0.995 2.588 -5.753
C -1.270 3.828 -6.569
H -1.848 4.560 -6.004
H -1.837 3.576 -7.471
H -0.333 4.287 -6.891
C -1.862 2.134 -4.733
H -2.771 2.710 -4.457
C -1.597 0.941 -4.056
C -2.553 0.516 -3.022
H -2.267 -0.448 -2.555
H -3.572 0.392 -3.448
H -2.587 1.265 -2.213
C 1.742 -0.049 -5.565
H 1.707 -0.980 -6.160
H 2.247 -0.262 -4.608
H 2.397 0.651 -6.121
C -4.226 -0.995 -0.145
S -2.678 -0.680 0.808
C -3.367 -0.454 2.476
H -4.152 -0.782 -1.222
H -5.002 -0.355 0.291
H -4.507 -2.047 -0.015
H -3.463 -1.474 2.836
H -2.834 0.116 3.254
H -4.315 0.035 2.279
```

***

C17H45N3O9S | ωB97M-V/def2-TZVPD

Its multiplicity is 1. The total energy is -52088.889 eV. For the HOMO energy, the calculation gives -1.133 eV. The LUMO energy comes out at 4.165 eV. Its net charge is -2.

The geometry in XYZ format:
```
75
C17H45N3O9S, DFT ωB97M-V/def2-TZVPD
O 6.409 -11.594 -21.891
H 5.629 -12.061 -22.198
H 6.391 -10.720 -22.286
H 6.368 -11.548 -20.933
O 6.198 -11.489 -19.311
H 5.887 -11.529 -18.386
S 4.848 -8.790 -22.913
O 4.593 -8.433 -24.298
O 4.075 -9.902 -22.378
O 6.244 -9.158 -22.616
O 4.597 -7.581 -22.120
C 8.433 -8.371 -19.255
C 9.130 -8.313 -20.590
C 9.461 -9.730 -21.197
O 10.281 -9.599 -22.387
C 10.900 -10.799 -22.861
N 8.240 -7.615 -21.514
H 8.179 -7.405 -18.821
H 9.070 -8.925 -18.565
H 7.445 -8.826 -19.332
H 10.070 -7.776 -20.464
H 8.554 -10.270 -21.470
H 10.063 -10.360 -20.542
H 11.592 -11.099 -22.075
H 11.464 -10.474 -23.735
H 10.192 -11.611 -23.024
H 7.443 -8.216 -21.672
H 8.641 -7.682 -22.438
C 5.715 -11.901 -25.004
C 4.518 -12.740 -24.522
C 4.694 -14.322 -24.727
O 5.184 -14.685 -25.994
C 4.350 -14.421 -27.086
N 4.146 -12.439 -23.145
H 5.462 -10.862 -24.794
H 5.956 -11.989 -26.064
H 6.695 -12.042 -24.550
H 3.714 -12.382 -25.166
H 3.737 -14.805 -24.530
H 5.433 -14.578 -23.968
H 4.842 -14.325 -28.054
H 3.822 -13.483 -26.917
H 3.731 -15.312 -27.196
H 3.312 -12.966 -22.930
H 3.837 -11.478 -23.132
C 9.988 -13.835 -17.890
C 9.864 -14.557 -19.249
C 10.129 -16.052 -18.800
C 9.774 -17.102 -19.838
C 8.283 -16.773 -20.311
C 8.021 -15.292 -20.776
N 8.462 -14.400 -19.678
O 8.234 -13.046 -20.032
C 8.774 -15.027 -22.047
C 6.465 -15.077 -21.079
C 11.033 -14.032 -20.148
H 9.435 -14.266 -17.056
H 10.993 -13.852 -17.470
H 9.532 -12.846 -17.947
H 11.193 -16.194 -18.612
H 9.707 -16.277 -17.820
H 10.472 -17.087 -20.675
H 9.865 -18.124 -19.468
H 7.685 -17.004 -19.429
H 7.895 -17.509 -21.015
H 8.248 -15.520 -22.865
H 9.783 -15.398 -22.228
H 8.752 -13.977 -22.339
H 6.160 -15.994 -21.583
H 6.346 -14.226 -21.749
H 5.839 -15.009 -20.189
H 11.101 -14.678 -21.023
H 10.804 -13.155 -20.753
H 12.002 -13.899 -19.667
H 7.551 -12.705 -19.450
```